Entry from the OMol25 dataset: 13 unconnected molecules or ions with the total composition C6H37NO12 (the ωB97M-V functional and the def2-TZVPD basis).

```
56
C6H37NO12 the ωB97M-V functional and the def2-TZVPD basis
O 2.28 -3.37 -0.53
O -0.97 1.95 0.68
O -0.66 1.22 -5.15
O 0.64 3.62 -1.68
O 3.09 1.40 1.34
O -3.68 1.11 3.93
O 4.32 0.31 -0.99
O 2.29 3.41 3.12
O -3.82 2.45 0.81
O 3.79 2.52 -3.59
O 3.45 -1.69 -3.63
O 1.47 -0.82 -1.77
N -0.24 -2.03 0.97
C -4.15 -1.99 -1.03
C -3.33 -2.24 1.38
C -2.68 -1.89 2.63
C -1.52 -2.89 2.92
C -3.76 -1.50 0.30
C -0.20 -2.30 2.38
H 1.92 -0.16 -1.24
H 3.14 2.29 -4.27
H 3.50 -1.43 -2.71
H 2.84 -2.75 -0.05
H -3.38 -2.59 -1.53
H 0.41 4.10 -2.49
H -3.85 1.51 3.07
H 2.08 2.71 2.50
H 3.15 0.99 0.47
H -2.87 2.35 0.71
H 1.81 3.31 3.94
H -0.43 -1.07 0.75
H 0.52 -3.12 2.51
H 3.24 0.73 2.02
H -3.30 -1.72 3.52
H -0.41 2.66 0.34
H 4.86 -0.47 -0.83
H -0.46 1.20 0.46
H 1.50 3.25 -1.91
H -1.74 -3.83 2.43
H -2.15 -0.93 2.57
H -0.73 1.38 -4.21
H -4.59 0.91 4.21
H 2.73 -3.40 -1.39
H -4.97 -2.71 -0.94
H -1.47 -3.19 3.97
H 3.08 -0.92 -4.02
H -1.23 0.48 -5.36
H -4.33 1.67 0.65
H 0.09 -1.50 3.06
H -4.41 -1.16 -1.68
H 1.38 -1.65 -1.30
H -1.01 -2.52 0.51
H 4.93 1.05 -0.93
H -3.35 -3.33 1.24
H -4.02 -0.48 0.57
H 3.51 1.94 -2.88
```

Properties
HOMO (alpha / beta) (eV): -12.9 / -12.9
Molecular weight (g/mol): 315.4
Energy relative to the best compared isomer or geometry (same formula, charge and spin) (kJ/mol): 213.45
HOMO-LUMO gap (alpha / beta) (eV): 8.84 / 4.74
Net charge: +1
Expectation value of S²: 0.76
Spin multiplicity: 2


Entry from the OMol25 dataset: 2 unconnected molecules or ions with the total composition C36H41N2 (the ωB97M-V functional and the def2-TZVPD basis).

```
79
C36H41N2 the ωB97M-V functional and the def2-TZVPD basis
N 0.81 -1.65 -1.70
N 0.08 0.24 -2.49
C -1.97 1.99 2.20
C 1.35 -0.86 3.36
C 0.97 -1.82 -3.17
C -2.35 4.16 1.16
C 0.53 2.56 -2.00
C -0.10 3.29 1.38
C 3.44 -1.38 -0.56
C 1.87 2.23 -1.45
C 0.40 1.07 2.23
C -2.83 2.97 1.73
C -1.46 5.69 -2.67
C 2.51 -2.49 -0.18
C 0.23 -0.24 2.72
C -1.10 4.25 -2.62
C 2.12 -4.56 1.03
C -0.05 -4.13 4.64
C 0.15 3.89 -2.12
C -1.62 1.91 -3.03
C -0.36 1.58 -2.49
C 2.94 -3.47 0.70
C -0.96 4.32 1.03
C -3.27 5.25 0.74
C 0.37 -0.55 -3.72
C -0.97 -1.01 2.65
C 0.04 -2.81 3.95
C 0.39 -3.71 -0.45
C -0.57 2.06 1.94
C 0.85 -4.67 0.44
C -2.58 0.88 -3.55
C -0.97 -3.91 -1.04
C 1.23 -2.62 -0.75
C -1.06 -2.23 3.32
C -1.98 3.26 -3.07
C 0.60 -0.36 -1.40
C 1.26 -2.11 3.94
C 2.61 -5.62 1.95
H -2.35 1.17 2.81
H -0.80 6.21 -3.38
H 0.98 3.42 1.25
H -1.10 -4.42 4.78
H -1.81 -0.63 2.07
H -4.31 4.94 0.85
H -1.28 -3.13 -1.73
H 2.04 -1.88 -3.41
H -1.32 6.16 -1.69
H 3.94 -3.40 1.13
H 3.08 -0.39 -0.25
H -2.02 -2.76 3.37
H 1.94 -5.73 2.82
H 2.66 -6.58 1.43
H -2.80 0.10 -2.82
H -3.11 5.54 -0.30
H 3.62 -5.36 2.30
H -0.54 -0.69 -4.30
H 1.10 0.01 -4.32
H 0.44 -4.11 5.61
H -0.56 5.26 0.65
H -3.12 6.15 1.34
H -2.96 3.54 -3.48
H 1.81 1.71 -0.48
H 0.47 -2.74 -3.49
H -2.50 5.81 -3.00
H 2.50 1.63 -2.14
H 2.42 3.16 -1.27
H 0.86 4.66 -1.80
H 0.43 -4.92 4.06
H -3.91 2.85 1.82
H -3.53 1.37 -3.78
H 1.44 1.41 2.17
H 3.68 -1.37 -1.64
H 4.39 -1.54 -0.03
H -1.02 -4.88 -1.56
H 2.29 -0.31 3.39
H -1.73 -3.98 -0.25
H 2.13 -2.56 4.42
H 0.22 -5.53 0.68
H -2.25 0.42 -4.49
```

Properties
HOMO (eV): -10.2
Molecular weight (g/mol): 501.7
HOMO-LUMO gap (eV): 5.13
Net charge: +1
Spin multiplicity: 1


Entry from the OMol25 dataset: a molecular structure, C15H32BaN8O6 (the ωB97M-V functional and the def2-TZVPD basis).

```
62
C15H32BaN8O6 the ωB97M-V functional and the def2-TZVPD basis
Ba -1.57 0.91 0.13
O -0.40 3.23 1.82
O 0.90 -1.33 -1.85
O -1.73 2.22 -2.30
O -4.20 -1.43 -0.46
O 1.84 1.03 -2.15
O -3.91 0.77 0.79
N 0.90 -1.09 4.16
N -2.95 -1.39 -0.83
N 2.31 -1.14 2.15
N -0.09 -0.59 1.95
N 0.62 -2.89 2.49
N 1.39 1.60 -1.07
N -0.44 -1.26 -1.54
N 0.30 2.74 0.87
C -0.54 -3.38 -2.88
C -0.75 2.90 -4.39
C -1.13 -2.31 -2.02
C 1.97 -2.57 1.98
C 2.24 -0.82 3.59
C 1.95 2.80 -0.76
C -0.37 -2.05 1.79
C 1.77 4.78 0.84
C -0.09 -0.29 3.42
C 3.07 3.43 -1.51
C -3.39 -3.49 -2.14
C 1.30 -0.34 1.44
C 0.60 -2.53 3.93
C 1.34 3.45 0.35
C -2.52 -2.38 -1.64
H -2.63 2.54 -2.49
H 2.48 0.24 3.74
H -1.37 -2.26 2.21
H -0.41 -2.74 4.33
H 2.76 4.38 -1.97
H 1.65 5.54 0.06
H 1.22 -0.35 -1.97
H -3.40 -3.51 -3.24
H 2.02 -2.83 0.91
H -0.64 -4.36 -2.41
H 0.13 0.78 3.55
H 2.83 4.77 1.13
H -0.99 3.97 -4.45
H -1.14 2.49 -3.22
H 1.50 0.74 1.55
H 1.32 -0.59 0.36
H -0.36 -2.28 0.71
H 3.91 3.66 -0.83
H -4.67 1.17 1.24
H -4.23 -0.12 0.36
H 1.17 5.06 1.71
H -4.41 -3.35 -1.78
H -1.06 -3.42 -3.85
H 0.33 2.73 -4.43
H 0.52 -3.17 -3.05
H -1.28 2.32 -5.14
H 2.97 -1.45 4.12
H 1.35 -3.13 4.45
H -3.02 -4.46 -1.80
H 2.70 -3.17 2.54
H -1.09 -0.52 3.81
H 3.42 2.75 -2.29
```

Properties
HOMO (alpha / beta) (eV): -6.9 / -6.9
Molecular weight (g/mol): 557.8
Energy relative to the best compared isomer or geometry (same formula, charge and spin) (kJ/mol): 0.00
HOMO-LUMO gap (alpha / beta) (eV): 5.82 / 4.60
Spin multiplicity: 1


Entry from the OMol25 dataset: 5 unconnected molecules or ions with the total composition C32H35BrCl12F9N4O5PS2 (the ωB97M-V functional and the def2-TZVPD basis).

```
101
C32H35BrCl12F9N4O5PS2 the ωB97M-V functional and the def2-TZVPD basis
Br 5.17 3.72 -4.15
Cl 11.10 1.13 3.34
Cl -9.90 -0.53 -2.63
Cl -7.32 0.81 -2.52
Cl -6.01 -0.37 4.05
Cl 6.55 0.73 2.84
Cl 10.73 0.90 0.46
Cl -5.72 0.55 6.80
Cl 12.58 -0.88 1.84
Cl -9.47 1.63 -0.73
Cl -7.59 -1.60 6.17
Cl 7.68 -1.57 1.46
Cl 8.69 -0.81 4.09
S 4.58 0.04 -7.04
S 0.30 4.33 -0.57
P 5.14 0.33 -5.18
F -0.21 4.06 2.21
F 0.97 5.98 1.46
F 1.89 3.11 4.03
F 0.20 1.17 2.51
F 3.04 3.47 0.26
F 3.83 2.35 2.88
F 2.29 0.20 3.12
F 3.18 4.97 2.11
F 1.94 0.81 0.85
O 3.77 -3.36 0.21
O 1.20 5.37 -1.34
O -1.17 4.89 -0.78
O -2.63 -4.01 -2.09
O 0.82 -2.90 -1.82
N 2.62 3.02 -2.69
N -5.66 -0.91 0.82
N -4.82 -3.45 -3.02
N 2.62 -0.14 -3.75
C 11.88 0.75 1.80
C 0.33 -2.08 -2.94
C 3.02 -2.36 -0.58
C -0.88 -0.02 -1.40
C 3.68 2.46 -3.58
C 2.33 3.85 1.54
C 0.38 2.60 -1.25
C -5.04 -3.05 2.38
C -9.07 1.00 -2.34
C -5.89 -3.54 1.03
C 4.44 -2.56 1.28
C -2.09 1.93 0.19
C -6.84 -0.10 5.59
C -0.84 1.55 -0.81
C 8.02 -0.22 2.55
C 2.27 -3.10 -1.87
C -4.66 1.55 0.67
C 0.85 4.49 1.24
C 4.10 -3.14 2.78
C -3.13 -1.39 -2.24
C -3.57 1.90 -0.51
C -5.01 -1.44 2.08
C 3.65 0.91 -4.05
C -2.06 -1.10 -1.03
C -3.48 -3.00 -2.44
C 1.60 0.50 -2.85
C 2.37 2.66 2.67
C 0.34 -0.50 -2.38
C 1.56 2.03 -2.29
C -6.24 -2.17 0.16
C -5.83 0.47 0.24
C 1.67 1.25 2.23
H 0.97 -2.20 -3.93
H 5.52 -1.00 -4.67
H -2.71 -0.78 -0.08
H 4.36 -4.29 2.83
H 3.73 -1.54 -1.05
H -3.80 3.01 -0.86
H -6.83 -2.12 -0.86
H 2.95 -2.98 3.00
H -2.65 -0.98 -3.24
H 2.15 -1.85 0.04
H -0.74 -2.46 -3.20
H -7.64 0.64 5.43
H 5.60 -2.50 1.04
H -5.97 0.45 -0.94
H -1.50 -2.10 -0.70
H 8.76 0.43 2.08
H -6.86 0.89 0.67
H 2.79 -2.73 -2.85
H -5.23 2.57 0.93
H -5.10 -2.84 -3.82
H 4.73 -2.50 3.56
H 12.69 1.47 1.64
H -4.46 -0.77 2.88
H -4.60 -3.69 3.26
H -2.10 1.09 1.03
H -6.17 -4.67 0.80
H -9.42 1.73 -3.08
H -4.18 1.20 1.69
H -5.54 -3.40 -2.25
H 6.30 1.16 -5.03
H -1.99 2.95 0.75
H -3.66 1.24 -1.47
H -4.17 -0.84 -2.12
H 4.02 -1.46 1.18
H 2.48 -4.26 -1.75
```

Properties
HOMO (eV): -8.0
Molecular weight (g/mol): 1327.1
HOMO-LUMO gap (eV): 5.55
SMILES: CCOCCOCc1c(CCC(N)=O)c(CCCCn2cccc2)c(S(=O)(=O)C(F)(F)C(F)(F)C(F)(F)C(F)(F)F)c2nc(Br)c([PH2]=S)nc12.ClC(Cl)Cl.ClC(Cl)Cl.ClC(Cl)Cl.ClC(Cl)Cl
Spin multiplicity: 1


Entry from the OMol25 dataset: 2 unconnected molecules or ions with the total composition C3H8O2P (the ωB97M-V functional and the def2-TZVPD basis).

```
14
C3H8O2P the ωB97M-V functional and the def2-TZVPD basis
P -1.61 0.29 0.07
O -2.77 0.77 0.84
O -1.13 -1.13 0.93
C 0.54 2.08 0.38
C -1.88 -0.24 -1.60
C 0.02 -1.87 0.81
H 0.92 -1.45 0.35
H -0.14 -2.82 -0.04
H 0.55 2.34 -0.83
H -2.38 0.63 -2.05
H 1.25 1.32 0.67
H 0.18 -2.36 1.82
H -0.97 -0.60 -2.09
H 0.50 2.80 1.17
```

Properties
HOMO (alpha / beta) (eV): -2.8 / -2.8
Molecular weight (g/mol): 107.1
Energy relative to the best compared isomer or geometry (same formula, charge and spin) (kJ/mol): 533.51
HOMO-LUMO gap (alpha / beta) (eV): 6.74 / 6.73
Net charge: -1
Spin multiplicity: 1